# 1
DFT (the ωB97M-V functional and the def2-TZVPD basis) results for a structure of composition C20H23Br2O2PSiTl.

Calculated values
Charge: +1
Frontier orbital gap (eV): 8.535
LUMO (Ha): -0.14091
Multiplicity: 1
E_HOMO (Eh): -0.45456
Energy relative to the best compared isomer or geometry (same formula, charge and spin) (eV): 0.3495

Geometry as XYZ:
```
50
Properties=species:S:1:pos:R:3:forces:R:3
H 1.745367 -0.199754 -2.271587 0.0050 -0.0009 -0.0091
H -3.741227 5.173742 -0.547052 -0.0005 -0.0005 0.0014
C 2.083342 0.308469 -4.323449 -0.0010 0.0025 0.0001
H 3.801396 -2.027467 4.468119 0.0002 0.0010 0.0001
H -0.493375 3.126433 -2.417487 -0.0363 -0.0039 -0.0039
H -1.911893 -1.731120 -2.665539 0.0370 0.0042 0.0126
Tl -0.101995 -0.551692 0.265468 -0.2920 -0.3244 0.1088
Br 1.909254 1.691329 2.461713 -0.0004 0.0562 -0.0115
C 0.711137 -1.481780 1.867039 0.1275 0.0769 -0.0479
C -3.229097 4.249838 -0.780132 0.0067 -0.0045 -0.0030
C 0.820871 -2.447978 5.782874 -0.0012 -0.0057 0.0054
C -1.926577 1.882934 -1.387843 -0.0093 0.0229 -0.0695
C -3.104646 1.853241 -0.636849 0.0207 -0.0032 0.0276
C 3.480080 -3.059755 4.320204 -0.0026 0.0024 -0.0040
H -3.168762 -0.494575 -2.608354 -0.0398 -0.0696 0.0109
C -1.399616 3.098508 -1.825962 -0.0226 -0.0001 -0.0375
C 1.068381 -2.148556 2.813423 0.0333 0.0158 0.0180
H 1.456618 -5.285468 2.987399 -0.0002 -0.0101 0.0046
H 3.889620 -3.658714 5.136000 -0.0109 -0.0031 0.0040
C -0.034327 0.568762 -3.216809 0.0467 -0.0381 0.0382
C -2.877232 -1.549135 -0.720558 0.0029 0.0697 -0.0989
H -0.240047 1.584472 -6.437042 -0.0003 0.0006 0.0008
H 1.112133 -3.006635 6.674905 -0.0024 0.0009 0.0015
H 1.121296 -1.408993 5.926287 0.0013 0.0014 -0.0006
C 1.303670 0.185027 -3.183719 -0.0018 -0.0050 0.0067
H -1.651600 5.221066 -1.865992 -0.0018 0.0017 -0.0024
O -3.848994 -2.251034 -0.799471 -0.0300 0.0404 0.0175
C 0.189514 1.194387 -5.524565 -0.0016 0.0042 -0.0043
C -2.055457 4.279109 -1.520940 -0.0009 -0.0044 0.0065
C -2.337915 -0.933839 -2.053484 0.0272 0.0459 0.0325
H 2.133794 0.906068 -6.378592 0.0009 0.0002 0.0004
H -3.512427 0.919921 -0.270969 -0.0097 -0.0059 -0.0162
O -2.220872 -1.236522 0.356601 0.1236 -0.0123 -0.0059
P -1.095039 0.348763 -1.796407 -0.0513 0.1871 -0.0239
C 1.033214 -4.914281 3.922063 0.0018 0.0055 -0.0038
H 2.450586 3.904763 1.445805 -0.0153 -0.0053 0.0069
C 1.525316 0.810906 -5.489370 -0.0027 0.0000 0.0022
H -1.635054 1.381585 -4.419814 -0.0034 -0.0021 0.0001
Br 1.779448 2.629669 -0.581266 0.1109 -0.0170 0.0573
H -0.266694 -2.483070 5.705331 -0.0005 0.0049 0.0016
H -0.054110 -4.945006 3.837937 0.0004 -0.0050 0.0010
C -0.595582 1.077149 -4.391514 0.0038 -0.0077 0.0002
H 3.682537 2.668618 1.018200 0.0013 0.0021 0.0082
C -3.751476 3.041160 -0.339691 0.0014 -0.0047 0.0151
H 3.915556 -3.421445 3.387340 0.0091 -0.0028 0.0052
H 1.329818 -5.597713 4.720076 0.0035 0.0093 0.0082
Si 1.623737 -3.187501 4.277919 0.0035 -0.0109 -0.0351
H 3.123453 0.014207 -4.299362 0.0004 -0.0010 0.0018
C 2.629581 2.882326 1.141871 -0.0305 -0.0107 -0.0282
H -4.665708 3.019580 0.237240 -0.0001 0.0027 0.0002
```
Forces are in eV/Å.

Results of the Mulliken charge analysis, in e, for atoms 1 through 2: 0.32 0.41

---

# 2
DFT (the ωB97M-V functional and the def2-TZVPD basis) results for a structure of composition C32H40FN7OOsPSeTe at a distorted geometry.

Calculated values
Charge: +3
Frontier orbital gap (alpha / beta) (eV): 6.032 / 3.013
LUMO (alpha / beta) (Ha): -0.35245 / -0.46347
Multiplicity: 5
E_HOMO (alpha / beta) (Eh): -0.57412 / -0.57421

Geometry as XYZ:
```
85
Properties=species:S:1:pos:R:3:forces:R:3
P 1.924201 -0.197690 0.400765 1.4654 -0.0902 -0.3728
C -3.643670 4.870156 0.440280 0.0252 -0.1235 -0.0029
H -1.282971 -2.703355 -2.352543 0.0626 0.0056 -0.0214
C -3.398692 2.438124 0.616565 -0.0436 0.1439 0.1388
H 0.264403 2.469081 -3.285287 -0.0120 -0.0498 0.0136
H -5.966455 -0.698303 -1.723103 0.0135 -0.0074 0.0003
H 4.053979 3.580962 0.939802 0.0428 -0.0132 0.0128
O 0.414330 -0.294597 0.564548 -1.9081 0.1461 -0.2053
C 3.518578 -0.097552 -3.197959 -0.0984 -0.0304 -0.0411
N -4.156276 6.037039 0.747400 -0.0576 -0.0043 0.0077
H 1.182632 -2.422487 2.352726 0.0487 -0.0181 0.0116
H 0.598766 2.032449 1.650058 0.0411 -0.0173 0.0707
C -1.278201 -2.726228 -0.184249 0.3433 -0.0029 0.2357
H -5.512815 4.507099 2.323923 0.0177 -0.0300 0.0307
C 3.015367 0.693515 -1.998272 -0.0004 0.0432 -0.0233
C 2.037017 -1.526860 -1.944977 0.2553 -0.0188 -0.0471
C -4.194782 -3.549054 -0.958620 -0.0983 -0.1654 0.1054
C -2.360280 2.439367 -0.453031 0.4141 0.0913 -0.4291
H 2.812052 -3.591931 3.660154 0.0261 0.0112 0.0171
C -0.522318 -4.787311 0.826518 -0.0481 -0.1497 0.0572
H -6.046623 2.281399 3.397725 0.0180 0.0264 -0.0253
H 3.658631 0.527037 -4.078611 0.0197 -0.0205 0.0143
H 3.903184 -2.208610 3.690776 -0.0035 0.0131 0.0140
H 1.579914 -0.731514 -3.918618 0.0260 -0.0579 -0.0122
C 2.110616 -1.868469 2.519577 -0.1066 -0.0983 -0.0252
Os -1.611519 -0.764904 -0.007099 1.2235 -0.6815 0.5580
H 1.336186 2.978335 0.344361 -0.0093 -0.0002 0.0533
C -5.015875 3.590175 2.031546 0.0976 0.0683 -0.0442
H 2.099596 4.273546 2.191748 -0.0059 -0.0050 0.0787
C -4.026294 3.632186 1.036203 -0.0361 0.0969 -0.0569
H -3.914815 -4.285741 -0.208690 0.0681 0.0393 -0.0063
C -4.626933 1.261299 2.150446 -0.0463 -0.0983 0.0081
N 2.448247 -0.357460 -1.139986 -0.4460 -0.0562 0.0101
H 4.560514 1.237292 0.670913 -0.0211 0.0313 -0.0040
C 1.548665 2.388812 1.248696 0.1016 0.1083 -0.2947
N -3.717012 1.286835 1.167380 0.2573 -0.4319 0.0631
H -4.547209 -1.183198 -2.676377 0.0604 0.0113 0.0149
Te -4.078925 -1.624718 -0.070285 -0.6165 0.0313 -0.2766
H 3.801628 1.245710 -1.487226 -0.0311 -0.0173 0.0175
N 2.439254 1.262362 0.908861 -0.5688 0.1594 0.2635
F 0.278957 -6.472624 -0.569459 0.0485 -0.1671 -0.0129
H -0.691915 4.638974 -2.457299 -0.0113 -0.0430 -0.0201
C -0.492535 -4.529381 -1.597655 0.0128 -0.1293 -0.0021
H 4.473344 -0.568217 -2.959176 -0.0009 0.0171 0.0162
N 2.637679 -1.404552 1.214516 -0.3678 -0.0527 0.0740
H 1.876257 -1.035310 3.187040 0.0991 0.0308 -0.0080
C -1.961543 3.657800 -1.037092 -0.0064 -0.2903 0.0014
H -3.560370 -3.637474 -1.833388 0.0452 0.1299 0.0079
H 2.241845 1.409376 -2.309923 0.0755 0.0183 0.0207
H 4.762639 -1.328951 1.312905 -0.0159 0.0521 -0.0555
C 3.941835 -3.253660 1.798582 -0.0575 0.1051 0.1228
C 3.811129 2.962137 1.805336 -0.1679 -0.0434 0.0052
H -0.354755 -5.427256 1.684148 0.0608 0.0388 -0.0294
H -1.276573 -3.143820 1.948739 -0.0021 0.0037 0.0124
N -1.800555 1.284063 -0.875696 0.2110 0.6859 -0.1577
H -4.556830 0.383348 -1.816539 0.0199 -0.0248 0.0465
C -0.461794 2.499784 -2.485499 -0.0200 -0.0356 -0.0779
C 2.363368 3.218230 2.240585 0.0685 -0.0138 -0.1092
C 3.966989 -1.987784 0.952300 0.1289 -0.0650 0.0370
H 2.784507 -2.028401 -3.938291 -0.0747 0.0158 -0.0531
C 3.216495 -2.777167 3.063034 -0.0056 -0.0595 -0.1264
H 3.367262 -4.036750 1.299079 0.0183 0.0063 -0.0255
C 3.807467 1.484959 1.421401 0.0541 -0.0575 0.1456
H 4.942102 -3.629252 2.001612 -0.0109 -0.0343 -0.0128
Se -3.351028 7.221385 -0.268121 -0.1953 0.5340 0.1476
H 2.197334 2.867984 3.260196 0.0125 -0.0266 -0.0083
C -4.881787 -0.653848 -1.788060 -0.1489 0.0746 0.0091
C -1.050560 -3.520511 0.958684 0.0126 0.0883 -0.1763
N -2.297793 6.059495 -1.087768 0.2416 -0.2655 -0.2133
C -0.898841 1.337783 -1.885937 -0.2666 -0.0007 0.0544
H 0.967947 -1.709307 -1.839763 -0.0617 -0.0394 -0.0209
C -0.236868 -5.265854 -0.447166 -0.0397 0.1925 -0.0342
H -4.830027 0.289956 2.585342 0.0250 -0.0373 -0.0261
C -0.992980 3.684879 -2.040594 -0.0778 0.3140 0.0761
C -1.035024 -3.269041 -1.459671 -0.0912 0.1173 0.1145
H 4.125431 -2.157530 -0.111231 -0.0568 -0.0306 0.0263
H 3.992494 0.862496 2.301967 -0.0259 -0.0317 -0.0388
H 2.554314 -2.426059 -1.600079 -0.0129 0.0060 -0.0092
H -0.526529 0.385048 -2.238038 0.1137 -0.0565 0.1134
H -5.236960 -3.706290 -1.233447 -0.0231 0.1046 0.0516
H 4.531888 3.165885 2.593567 0.0233 0.0581 -0.0437
C -2.584431 4.888490 -0.604998 -0.1035 0.0830 0.0831
C -5.310175 2.379816 2.611781 -0.0123 -0.1212 0.0048
H -0.289396 -4.963678 -2.568476 0.0137 0.0072 0.0398
C 2.431918 -1.162011 -3.383507 0.1013 0.1031 0.1424
```
Forces are in eV/Å.

Results of the Mulliken charge analysis, in e, for atoms 1 through 2: -1.69 1.14

---

Calculated DFT total energy, -187145.77079; -133398.62699 eV (same order as the records).